ORCA calculation (the ωB97M-V functional and the def2-TZVPD basis) on a structure of composition C33H23N10O7Sc.

ORCA input file:
```
! wB97M-V def2-TZVPD RIJCOSX def2/J DEFGRID3
* xyz 2 1
Sc -0.0161 -0.0838 0.0068
N 3.9108 -0.0326 1.6221
C 4.4338 -0.0173 0.3559
C 3.3688 0.0522 -0.4890
N 2.2101 0.0826 0.2458
C 2.5707 0.0240 1.5271
C 1.5571 0.0171 2.5610
N 0.2717 0.0676 2.2203
C -0.4471 0.0181 3.3853
C 0.4135 -0.0531 4.4382
N 1.6731 -0.0534 3.8988
H 4.4622 -0.0901 2.4637
H 5.4911 -0.0613 0.1614
H 3.3634 0.0860 -1.5651
H -1.5232 0.0383 3.3888
H 0.2336 -0.1074 5.4974
H 2.5231 -0.1095 4.4371
C -8.7332 10.5739 0.1528
O -9.0667 9.1908 0.1350
C -8.0863 8.2891 0.1158
C -8.4857 6.9452 0.0989
C -7.5481 5.9443 0.0797
C -6.1772 6.2418 0.0766
C -5.7872 7.5820 0.0909
C -6.7224 8.5955 0.1099
C -5.1657 5.2064 0.0514
N -3.8594 5.4080 0.0393
C -3.2933 4.1786 0.0063
C -4.2633 3.1837 -0.0001
N -5.4513 3.8608 0.0305
C -3.9503 1.8046 -0.0138
C -4.8967 0.7618 0.0125
C -4.4715 -0.5419 0.0231
C -3.1031 -0.8067 -0.0018
N -2.1849 0.1507 -0.0431
C -2.5789 1.4554 -0.0444
C -1.5576 2.4790 -0.0611
N -0.2504 2.0912 -0.1001
C 0.6881 3.0292 -0.1041
C 0.4154 4.3949 -0.0604
C -0.8932 4.8068 -0.0179
C -1.9103 3.8398 -0.0223
H -9.6787 11.1054 0.1703
H -8.1744 10.8556 -0.7418
H -8.1565 10.8279 1.0443
H -9.5441 6.7224 0.0990
H -7.8935 4.9173 0.0652
H -4.7322 7.8185 0.0848
H -6.3966 9.6260 0.1175
H -6.3711 3.4581 0.0319
H -5.9537 0.9941 0.0296
H -5.1713 -1.3644 0.0541
H -2.7484 -1.8301 0.0170
H 1.7135 2.6842 -0.1521
H 1.2336 5.1002 -0.0652
H -1.1757 5.8511 0.0132
O -0.6023 -4.0887 -0.4432
C -0.4375 -2.9717 -0.8392
O 0.0223 -1.9566 -0.1291
C -0.8439 -2.5522 -2.2430
C -1.5566 -3.3924 -3.0886
C -2.0059 -2.8962 -4.2998
C -1.8268 -1.5769 -4.6865
C -1.1273 -0.7577 -3.8243
C -0.5988 -1.2533 -2.6480
N -0.9708 0.6795 -4.0856
O -0.5531 1.3634 -3.1496
O -1.2102 1.0926 -5.1876
N -2.7479 -3.8026 -5.2125
O -2.9384 -4.9313 -4.8199
O -3.0888 -3.3351 -6.2764
H -1.7732 -4.4138 -2.8046
H -2.2289 -1.2098 -5.6209
H 0.0454 -0.5988 -2.0732
*
```

## Properties
Energy above the lowest of the compared OMol25 structures with the same formula, charge and spin = 22.7 kcal/mol
Largest force on an atom = 1.120 eV/Å
Molar mass = 716.6 g mol⁻¹
HOMO level = -11.9 eV

Atomic partial charges in e from the Löwdin method, atoms 1 to 2: atom 1 (Sc): 1.10, atom 2 (N): 0.15